Entry i
The following is a DFT calculation (the ωB97M-V functional and the def2-TZVPD basis) of a 2-piece molecular cluster, H4NO2PS overall.

Element x y z (Å)
1 N 2.69292 0.71749 -0.26559
2 O -4.05184 0.89044 -0.11580
3 O 0.80738 -0.90570 0.45834
4 P -4.30078 -0.49948 0.24834
5 S 1.83772 -0.02062 0.99700
6 H 2.71841 0.11428 -1.02972
7 H 2.10324 1.52039 -0.40738
8 H -4.82644 -1.07966 -0.95346
9 H 3.01939 -0.73714 1.06827

Calculated values
Frontier orbital gap (eV): 8.818
HOMO (Ha): -0.354
Lowest unoccupied orbital energy (eV): -0.8

Entry ii
The following is a DFT calculation (the ωB97M-V functional and the def2-TZVPD basis) of a 2-piece molecular cluster, H4NO2PS overall.

Element x y z (Å)
1 N -1.72096 -0.15828 -0.52797
2 O 1.31999 1.38680 -0.14831
3 O 0.43868 -1.41326 -0.73748
4 P -0.61278 -0.81147 0.34336
5 S -0.13149 -1.43174 2.14387
6 H -2.42953 0.25585 -0.04518
7 H 1.89002 0.83255 0.36790
8 H 0.15381 -0.87058 -1.55802
9 H 1.09226 2.21015 0.16184

Calculated values
Frontier orbital gap (eV): 9.888
HOMO (Ha): -0.360
Lowest unoccupied orbital energy (eV): 0.1

Entry iii
The following is a DFT calculation (the ωB97M-V functional and the def2-TZVPD basis) of a single H4NO2PS molecule.

Element x y z (Å)
1 N -1.66414 0.96651 -0.43825
2 P -0.05311 -0.12514 0.06707
3 O -0.12787 -1.65400 -0.41080
4 O -0.27024 -0.42623 1.61332
5 S 1.95540 0.54008 -0.34778
6 H -1.32176 1.64284 -1.10587
7 H 0.51077 -2.12064 0.18144
8 H -0.54338 0.34815 2.01265
9 H 1.51433 0.82842 -1.57177

Calculated values
Frontier orbital gap (eV): 8.532
HOMO (Ha): -0.311
Lowest unoccupied orbital energy (eV): 0.1
SMILES: N=P(O)(O)S

Tell me which of them is the most stable. Sure, it is entry ii.

Entry i
The following is a DFT calculation (the ωB97M-V functional and the def2-TZVPD basis) of a 3-piece molecular cluster, C3H14N2O2 overall.

Element x y z (Å)
1 C -1.11959 0.16271 1.27933
2 C 0.04126 0.72657 0.46222
3 N -0.42259 1.92259 -0.26577
4 C 0.74371 -0.26823 -0.43041
5 N 2.07832 0.24299 -0.78814
6 H -1.94994 -0.25424 0.69693
7 H -0.68798 -0.71373 1.76774
8 H -1.54925 0.92983 1.91092
9 H 0.77841 0.99365 1.22547
10 H 0.20920 2.25908 -0.97590
11 H -1.32181 1.65165 -0.64143
12 H 0.21870 -0.43021 -1.37381
13 H 0.81151 -1.28302 0.02994
14 H 2.42572 -0.30733 -1.54079
15 H 2.59466 0.23388 0.08294
16 O -4.97436 -1.09638 1.49537
17 H -5.86372 -1.06674 1.82104
18 H -4.73819 -0.24082 1.11528
19 O 4.53346 -1.41686 -2.14485
20 H 4.55861 -0.85476 -1.36561
21 H 3.63385 -1.19064 -2.36046

Calculated values
Frontier orbital gap (eV): 9.928
HOMO (Ha): -0.337
Lowest unoccupied orbital energy (eV): 0.7
SMILES: C[C@H](N)CN.O.O

Entry ii
The following is a DFT calculation (the ωB97M-V functional and the def2-TZVPD basis) of a 3-piece molecular cluster, C3H14N2O2 overall.

Element x y z (Å)
1 C 2.42332 -0.93870 0.07404
2 N 1.13484 -0.20010 -0.07985
3 C -0.05396 -1.11385 0.04129
4 C -1.26855 -0.34025 -0.46040
5 N -1.22176 0.95248 0.25567
6 H 3.07900 -0.46690 0.86788
7 H 2.33853 -2.00149 0.31905
8 H 3.01963 -1.00755 -0.84771
9 H 1.11423 0.49275 0.62577
10 H -0.23448 -1.24894 1.13856
11 H 0.17564 -2.13001 -0.36204
12 H -2.12707 -0.94213 -0.17617
13 H -1.26721 -0.32941 -1.55818
14 H -2.05157 1.44296 -0.08704
15 H -0.39623 1.44070 -0.13217
16 O 0.90075 1.35297 -2.13230
17 H 1.60247 1.61762 -2.77589
18 H 1.23653 0.62340 -1.59633
19 O -3.18854 0.96372 2.29278
20 H -2.56817 0.94622 1.50489
21 H -2.64741 0.88651 3.08815

Calculated values
Frontier orbital gap (eV): 10.282
HOMO (Ha): -0.349
Lowest unoccupied orbital energy (eV): 0.8
SMILES: CNCCN.O.O

Tell me which of them is the most stable. Sure, it is entry i.

Entry i
The following is a DFT calculation (the ωB97M-V functional and the def2-TZVPD basis) of a 3-piece molecular cluster, C3H14N2O2 overall.

Element x y z (Å)
1 N 1.37900 0.82986 0.70152
2 C 0.77893 -0.48300 0.53732
3 C 0.67925 -0.89726 -0.92039
4 C 0.04313 -2.26371 -1.14204
5 N -0.30105 -2.41831 -2.59609
6 H 2.09120 0.94879 0.00028
7 H 1.86731 0.94890 1.58335
8 H -0.21934 -0.56310 0.97537
9 H 1.29811 -1.28826 1.08517
10 H -0.01126 -0.17237 -1.38433
11 H 1.56803 -0.81366 -1.55304
12 H -0.89356 -2.31103 -0.59752
13 H 0.71742 -3.07452 -0.87769
14 H 0.18478 -1.68299 -3.08582
15 H 0.02983 -3.31168 -2.92302
16 O -0.98644 2.17398 0.05667
17 H -0.09875 1.79575 0.23017
18 H -0.87795 3.06792 -0.26383
19 O -1.55295 2.14513 2.93660
20 H -0.69601 2.02327 3.33890
21 H -1.38886 2.38223 2.00104

Calculated values
Frontier orbital gap (eV): 10.112
HOMO (Ha): -0.347
Lowest unoccupied orbital energy (eV): 0.7
SMILES: NCCCN.O.O

Entry ii
The following is a DFT calculation (the ωB97M-V functional and the def2-TZVPD basis) of a 3-piece molecular cluster, C3H14N2O2 overall.

Element x y z (Å)
1 C -1.20583 -2.29367 -0.24173
2 C -1.30896 -0.86092 0.21215
3 N -0.44021 0.02741 -0.58264
4 C 0.36843 1.01145 0.10609
5 N 1.22314 1.69825 -0.90545
6 H -1.74138 -2.46965 -1.17389
7 H -1.62097 -2.99311 0.47314
8 H -0.18128 -2.59971 -0.41814
9 H -2.30723 -0.43427 0.19063
10 H -0.97209 -0.82300 1.25319
11 H -0.97728 0.48563 -1.31000
12 H 0.95535 0.47215 0.79799
13 H -0.16694 1.81622 0.62987
14 H 2.15912 1.33450 -0.77195
15 H 1.30075 2.66886 -0.61271
16 O 0.93495 1.60364 3.96682
17 H 0.84033 2.42866 3.46512
18 H 0.27199 1.06638 3.51762
19 O 0.70422 -0.82213 -3.14296
20 H 1.61062 -0.53856 -3.27306
21 H 0.55327 -0.77811 -2.18009

Calculated values
Frontier orbital gap (eV): 9.798
HOMO (Ha): -0.342
Lowest unoccupied orbital energy (eV): 0.5
SMILES: CCNCN.O.O

Entry iii
The following is a DFT calculation (the ωB97M-V functional and the def2-TZVPD basis) of a 3-piece molecular cluster, C3H14N2O2 overall.

Element x y z (Å)
1 N 0.89540 -1.03959 1.01950
2 C 0.94396 0.42233 0.87566
3 C -0.27473 1.04359 0.11847
4 C -0.38322 2.52655 0.43637
5 N -1.55344 3.15915 -0.23994
6 H 0.37591 -1.22253 1.87809
7 H 0.39906 -1.47583 0.24900
8 H 1.82741 0.68136 0.29346
9 H 0.92960 0.89694 1.86008
10 H -0.17311 0.86667 -0.95237
11 H -1.17179 0.55908 0.48888
12 H 0.51760 3.06842 0.12902
13 H -0.50786 2.59374 1.51277
14 H -2.10067 3.63579 0.46432
15 H -1.22819 3.95376 -0.79253
16 O 0.67547 -2.33969 -2.69745
17 H 1.19425 -2.93957 -3.24379
18 H 1.12908 -1.49846 -2.53325
19 O -0.30445 -4.63641 0.29612
20 H 0.05735 -3.80315 0.62663
21 H -1.24759 -4.45216 0.21097

Calculated values
Frontier orbital gap (eV): 10.003
HOMO (Ha): -0.341
Lowest unoccupied orbital energy (eV): 0.7
SMILES: NCCCN.O.O

Tell me which of them is the most stable. Sure, it is entry i.

Entry i
The following is a DFT calculation (the ωB97M-V functional and the def2-TZVPD basis) of C4H6ClNO2 as an isolated structure.

Element x y z (Å)
1 C 1.47987 -0.31738 -0.15198
2 C 0.20950 -0.18953 0.14056
3 C 2.22171 0.79975 -0.80206
4 C -2.68179 -1.48541 0.82473
5 N -0.75317 0.73368 0.10143
6 O -0.99219 1.38444 1.09259
7 O -1.45239 0.84827 -0.95027
8 Cl -2.98175 -0.73086 -0.60614
9 H 2.12642 -1.15752 0.07344
10 H 2.87317 0.47089 -1.51757
11 H 1.67289 1.75517 -0.88990
12 H 2.99336 1.13122 0.08506
13 H -3.02503 -1.13836 1.73807
14 H -1.69060 -2.10436 0.86203

Calculated values
Frontier orbital gap (alpha / beta) (eV): 8.522 / 6.289
HOMO (alpha / beta) (Ha): -0.341 / -0.304
Lowest unoccupied orbital energy (alpha / beta) (eV): -0.8 / -2.0

Entry ii
The following is a DFT calculation (the ωB97M-V functional and the def2-TZVPD basis) of a single C4H6ClNO2 molecule.

Element x y z (Å)
1 O -0.92072 -2.55383 -0.52280
2 C -0.14300 -1.93671 0.11245
3 C 0.57592 -0.62053 -0.30900
4 C 0.48190 0.42712 0.74767
5 N -0.36521 0.65359 1.69941
6 O -0.31782 2.12993 2.11297
7 C -0.10025 0.01532 -1.62714
8 Cl 0.65543 1.49036 -2.29932
9 H -0.12114 -2.22590 1.27261
10 H 1.73550 -0.58778 -0.52719
11 H 1.17168 1.28044 0.38143
12 H -1.16983 2.46310 2.83186
13 H -1.26551 0.25808 -1.52385
14 H -0.21694 -0.79319 -2.34909

Calculated values
Frontier orbital gap (eV): 10.697
HOMO (Ha): -0.372
Lowest unoccupied orbital energy (eV): 0.6
SMILES: O=C[C@H](/C=N/O)CCl

Tell me which of them is the most stable. Sure, it is entry ii.

Entry i
The following is a DFT calculation (the ωB97M-V functional and the def2-TZVPD basis) of an isolated ion of composition C3H6O2P and charge -1.

Element x y z (Å)
1 C 1.17549 0.34248 1.89637
2 C 0.45039 -0.22979 0.92493
3 P -1.14953 0.32055 0.38222
4 C -1.36811 -0.52557 -1.28335
5 O -2.11398 -0.31512 1.42516
6 O -1.19188 1.79512 0.18944
7 H 2.12793 -0.23678 2.25051
8 H 0.87565 1.13389 2.48881
9 H 1.00136 -1.07265 0.28187
10 H -2.02528 -1.35575 -1.29141
11 H -1.70151 0.12533 -1.99918
12 H -0.34025 -1.05181 -1.48164

Calculated values
Frontier orbital gap (eV): 8.617
HOMO (Ha): -0.160
Total charge: -1
Lowest unoccupied orbital energy (eV): 4.3
SMILES: C=C[P@@](C)(=O)[O-]

Entry ii
The following is a DFT calculation (the ωB97M-V functional and the def2-TZVPD basis) of a 2-piece molecular cluster, C3H6O2P overall.

Element x y z (Å)
1 C -0.89698 -0.72166 -1.28077
2 C 0.44104 -0.73773 -1.07285
3 C 0.39578 1.30218 1.00640
4 O -2.21064 -0.58226 0.14951
5 O 2.64883 -0.53202 0.47892
6 P 1.14393 -0.61451 0.72313
7 H -1.60747 -1.22734 -1.83956
8 H -1.84927 -0.83138 0.90211
9 H 1.02476 -0.86087 -2.12252
10 H 1.07182 1.66251 1.64622
11 H 0.45635 1.83975 0.08644
12 H -0.61813 1.30334 1.32295

Calculated values
Frontier orbital gap (eV): 7.203
HOMO (Ha): -0.110
Total charge: -1
Lowest unoccupied orbital energy (eV): 4.2

Tell me which of them is the most stable. Sure, it is entry i.

Entry i
The following is a DFT calculation (the ωB97M-V functional and the def2-TZVPD basis) of a 2-piece molecular cluster, C3H3F3 overall.

Element x y z (Å)
1 C 1.37043 -0.64539 0.19417
2 C 0.91718 0.41517 -0.26133
3 C -1.29276 0.32378 -0.00837
4 F -1.80515 1.04847 0.93672
5 F -1.91165 0.69601 -1.10790
6 F -1.49168 -0.93878 0.24070
7 H 2.45944 -0.85520 0.16881
8 H 0.63950 -1.35207 0.54578
9 H 1.11468 1.30803 -0.70857

Calculated values
Frontier orbital gap (eV): 10.706
HOMO (Ha): -0.359
Lowest unoccupied orbital energy (eV): 0.9

Entry ii
The following is a DFT calculation (the ωB97M-V functional and the def2-TZVPD basis) of a 2-piece molecular cluster, C3H3F3 overall.

Element x y z (Å)
1 C -1.93905 0.66110 -0.56154
2 C -1.30589 -0.33862 0.03314
3 C 1.93002 -0.38192 0.46498
4 F 2.45596 -1.08863 -0.53460
5 F 1.65908 0.84308 0.02357
6 F 2.77381 -0.53853 1.52150
7 H -3.09117 0.62458 -0.78536
8 H -1.26587 1.55552 -0.49542
9 H -1.21689 -1.33658 0.33374

Calculated values
Frontier orbital gap (alpha / beta) (eV): 7.944 / 10.401
HOMO (alpha / beta) (Ha): -0.318 / -0.375
Lowest unoccupied orbital energy (alpha / beta) (eV): -0.7 / 0.2

Tell me which of them is the most stable. Sure, it is entry i.

Entry i
The following is a DFT calculation (the ωB97M-V functional and the def2-TZVPD basis) of a 2-piece molecular cluster, C4H11N2S2 overall.

Element x y z (Å)
1 C 1.39737 1.05313 0.13874
2 C -0.58212 -1.25992 1.56785
3 C -0.67772 -1.29546 -1.05621
4 C -1.06650 -0.71020 0.25094
5 N 1.13455 2.26328 -0.22324
6 N 2.52284 0.90906 0.83867
7 S -1.28334 -0.31011 -2.41348
8 S -2.20160 0.48014 0.53847
9 H -0.98589 -2.26412 1.29252
10 H -1.14844 -0.85112 2.41224
11 H 0.41769 -1.54511 1.63246
12 H 0.41760 -1.36104 -1.13158
13 H -1.05071 -2.29866 -1.21683
14 H 0.42549 2.40941 -0.93426
15 H 1.81471 3.04985 -0.08443
16 H 2.84843 0.02929 0.99018
17 H 3.16216 1.68237 0.77849
18 H -2.54834 -0.73683 -2.50248
19 H -2.59618 0.75603 -0.87805

Calculated values
Frontier orbital gap (eV): 7.114
HOMO (Ha): -0.446
Total charge: +1
Lowest unoccupied orbital energy (eV): -5.0

Entry ii
The following is a DFT calculation (the ωB97M-V functional and the def2-TZVPD basis) of a 2-piece molecular cluster, C4H11N2S2 overall.

Element x y z (Å)
1 C -1.42981 -0.75371 0.76734
2 C 0.11607 1.19644 -0.63690
3 C 1.36328 -1.02297 -0.17589
4 C 0.57960 0.18279 0.27381
5 N -1.40744 -1.82190 1.58768
6 N -2.48658 -0.25672 0.19707
7 S 2.98172 -0.45670 -0.81689
8 S 1.03860 0.93034 1.83955
9 H -0.49763 0.82862 -1.41866
10 H 0.99289 1.34180 -1.22435
11 H -0.17366 2.23507 -0.38070
12 H 1.50683 -1.83496 0.48015
13 H 0.84504 -1.36998 -1.11093
14 H -0.53853 -2.08640 2.02532
15 H -2.17864 -2.14583 2.10173
16 H -2.34246 0.45858 -0.54099
17 H -3.41861 -0.53302 0.24501
18 H 2.37438 0.02281 -1.78666
19 H 1.41987 -0.23903 2.35235

Calculated values
Frontier orbital gap (eV): 9.087
HOMO (Ha): -0.475
Total charge: +1
Lowest unoccupied orbital energy (eV): -3.8

Tell me which of them is the most stable. Sure, it is entry ii.

Entry i
The following is a DFT calculation (the ωB97M-V functional and the def2-TZVPD basis) of a single C5H7BrO molecule.

Element x y z (Å)
1 O -0.30612 2.12289 -0.61055
2 C 0.53860 1.29162 0.13286
3 C -0.30476 0.30570 0.92567
4 C -0.35200 -0.88208 0.35046
5 C 0.46407 -0.90607 -0.86723
6 C 1.37117 0.37285 -0.70012
7 Br 2.96525 -0.18959 0.19808
8 H -0.53774 1.79140 -1.51428
9 H 1.22076 1.80305 0.90668
10 H -0.65660 0.51222 1.92080
11 H -1.00122 -1.79258 0.61759
12 H 0.95608 -1.79714 -0.92896
13 H -0.25008 -1.02146 -1.67613
14 H 1.53335 0.97514 -1.61368

Calculated values
Frontier orbital gap (eV): 10.326
HOMO (Ha): -0.352
Lowest unoccupied orbital energy (eV): 0.7
SMILES: O[C@H]1C=CC[C@@H]1Br

Entry ii
The following is a DFT calculation (the ωB97M-V functional and the def2-TZVPD basis) of a 2-piece molecular cluster, C5H7BrO overall.

Element x y z (Å)
1 C 0.85506 1.08601 -1.37595
2 C 0.90147 -0.22783 -1.31323
3 C 0.71706 -1.02738 -2.49081
4 O 0.63440 -2.20705 -2.55538
5 H 0.94687 1.74523 -0.59021
6 H 0.53832 1.53777 -2.34143
7 H 1.06479 -0.82131 -0.39358
8 H 0.63869 -0.39724 -3.46827
9 C -1.16668 0.76036 2.52959
10 C -0.97437 -0.49343 2.10045
11 Br -0.06366 -1.76001 3.31057
12 H -0.80533 1.25761 3.35334
13 H -1.74089 1.49264 1.96953
14 H -1.54574 -0.94537 1.26539

Calculated values
Frontier orbital gap (eV): 10.033
HOMO (Ha): -0.361
Lowest unoccupied orbital energy (eV): 0.2
SMILES: C=CC=O.C=CBr

Tell me which of them is the most stable. Sure, it is entry i.